C5H10O | ωB97M-V/def2-TZVPD

Its energy above the lowest of the compared OMol25 structures with the same formula, charge and spin is 545.9 kJ/mol. For the energy, the calculation gives -7389.1071 eV. For the HOMO-LUMO gap (alpha / beta), the calculation gives 8.3 / 7.0 eV. The charge is 0. Its HOMO energy (alpha / beta) is -7.58 / -6.78 eV.

Last column: natural (NBO) charge in e.
Geometry (Å):
O -2.21944 -0.00145 -0.59820  -0.6513
C -1.21899 0.88680 -0.69482  0.1674
C 0.06488 0.69490 -0.18161  -0.3767
C 0.20870 0.28308 1.38648  -0.3456
C 1.23701 -0.79414 1.16443  -0.4775
C 0.73379 -0.72451 -0.27275  -0.1833
H -1.88569 -0.79716 -0.15348  0.4754
H 0.12354 0.07675 -2.77934  -0.0264
H -1.52133 1.77465 -1.23995  0.1772
H 0.73174 1.51915 -0.44442  0.2356
H -0.74230 -0.09600 1.76535  0.2053
H 0.50128 1.18330 1.93557  0.2201
H 2.27168 -0.45498 1.28146  0.2075
H 1.08795 -1.72007 1.72307  0.2110
H -0.00537 -1.50517 -0.51184  0.1495
H 0.63257 -0.32514 -2.37996  0.0117

Atoms 1-3, force components in eV/Å:
-0.1407 -0.6745 0.2530
-0.7753 1.0304 -0.7619
1.3305 -0.9787 0.7822